Record 1
This record from the OMol25 dataset describes a structure of composition C45H59N6O3P3SiV at a distorted geometry. The level of theory is ωB97M-V/def2-TZVPD.

## Properties
DFT total energy = -124139.97633 eV
HOMO (spin up / spin down) = -9.810 / -9.815 eV
ΔE to the lowest compared entry with this formula, charge and spin = 18.39 kcal/mol
HOMO-LUMO gap (spin up / spin down) = 7.391 / 7.422 eV

Structure (ORCA input):
```
! wB97M-V def2-TZVPD RIJCOSX def2/J DEFGRID3
* xyz 1 3
H -4.56768 -4.11466 -1.04324
H -3.33702 1.54212 -2.41477
H -2.92600 -1.09937 0.30768
H 0.98540 2.75582 -3.58951
C 3.54107 3.61220 -2.26960
C 3.22977 1.25995 -1.80897
C -3.05726 3.69690 2.53793
P -0.49460 2.62900 1.77678
H -2.13685 3.67363 -0.91601
C 4.77607 -1.79477 -1.55977
H -1.19098 -5.48432 -2.23220
H -1.82540 -4.83963 -3.75513
H -0.55028 0.94650 3.54738
C 1.51722 6.72904 2.35321
C 3.72971 1.22972 3.23081
V 0.70252 0.51758 0.42068
C 0.04374 1.84369 3.36457
C 3.29910 0.91613 1.97074
N 0.28389 -1.01478 1.74814
C 3.49365 0.96943 -3.14101
C 2.57875 1.63938 3.97460
O -0.67544 -1.70949 -0.60383
H 2.55908 1.97491 5.00375
H -4.50363 -1.39323 -0.43176
H -0.79070 -3.81739 4.17077
O -0.06014 1.21347 -1.00504
C -5.11839 2.65461 1.84302
H -5.00343 4.40855 3.07753
C -1.00262 -4.77570 -3.03725
H 0.46381 -5.15937 1.04880
H 4.08149 4.10634 -4.29007
C 1.18637 -1.86981 2.24454
P 2.85195 -0.02638 -0.55970
C -0.98954 -1.16785 2.12279
C -2.86791 -2.32519 3.31397
H 1.42873 -2.34291 -1.44055
H -1.70781 -0.48660 1.68619
H -1.85400 -5.43054 1.50402
H 4.00877 1.76172 -5.06762
C 3.82983 3.31228 -3.59723
C 0.27671 -4.78530 0.03960
H 3.02307 2.82819 -0.34362
O -3.34039 -3.44404 3.37422
C 0.12956 2.08560 -3.73078
C -3.61735 -1.87580 -0.01162
H -3.06951 -4.61152 0.55152
H 1.01528 -4.01503 -0.17679
H 3.55697 4.64063 -1.92833
C 0.04824 5.02183 3.20991
N -3.59364 -1.19302 3.48338
P -1.37109 -2.96574 -1.02093
H 0.08124 -2.60614 -4.21298
C -2.31603 2.73402 1.85340
C -1.41133 -2.14567 2.99433
C -3.93024 -3.57303 -1.74660
N -1.07809 -4.23844 -0.03104
H 4.59781 -0.52917 1.04607
H -1.76621 4.22866 -2.55417
H 4.77525 1.09663 0.40219
C 3.42297 -1.57135 -1.29259
H -1.67648 -2.36802 -4.16687
C -4.39741 1.71304 1.12052
C 5.17225 -2.96889 -2.18039
C 0.84596 -2.88042 3.12226
H 0.42496 -5.61395 -0.66179
H 0.55555 6.80814 4.27410
H 5.51800 -1.04922 -1.29467
H 0.51079 1.10579 -4.04088
C -2.42224 0.96423 -2.59003
H -6.20065 2.62395 1.85097
H 6.22104 -3.14253 -2.38828
H 2.34644 6.36678 0.40829
C -0.47556 -3.02717 3.49830
H -3.40882 -4.30671 -2.35595
C 4.22186 -3.92420 -2.53823
H -2.42773 0.64910 -3.64011
H -0.57468 4.65423 4.01660
N -2.99117 -2.70171 -1.04350
C -4.44464 3.65316 2.53757
C 4.05359 0.37754 0.78415
H -2.45750 0.05797 -1.97443
C -1.36759 3.67187 -1.69595
C -3.00811 1.76440 1.11915
H 3.46965 -0.05504 -3.49307
C 1.05549 4.77481 1.04291
H -4.57142 -2.98413 -2.40399
C 2.47722 -2.52534 -1.65050
H -2.55967 4.50205 3.06209
H -4.91164 0.95625 0.53925
C 1.50062 1.54337 3.13925
H 4.53595 -4.83841 -3.02827
Si -0.90894 1.97079 -2.22515
C 2.87949 -3.70634 -2.26989
N -0.85500 -3.42362 -2.51338
H -2.45421 1.07310 0.49029
H -2.23333 -6.02816 -0.12197
N 1.92302 1.10739 1.88406
C 3.23932 2.59116 -1.38124
H -3.92544 -2.46504 0.86282
C -2.11512 -5.12606 0.48971
H -0.61926 -1.41587 -3.10435
H -4.57334 -1.28468 3.69470
C -0.76658 -2.39434 -3.55756
H -0.49872 4.22447 -1.31996
C 3.79758 1.99621 -4.03101
H -0.09162 -5.08543 -3.55482
H -0.48263 2.48410 -4.55079
C 0.69003 6.24180 3.36151
H 1.61683 -3.53905 3.49835
H 4.74764 1.16958 3.59380
H -3.17567 -0.27943 3.52417
H 2.21309 -1.72854 1.93543
H 2.13960 -4.45302 -2.53695
H 2.02157 7.67843 2.47887
H 1.20338 4.19666 0.13725
C 1.70101 5.99399 1.19410
H -0.07210 2.50100 4.22148
C 0.22080 4.27769 2.04217
*
```

Record 2
This record from the OMol25 dataset describes a cluster of 10 separate species, C45H60F5N5O5 in total at a distorted geometry. The level of theory is ωB97M-V/def2-TZVPD.

## Properties
DFT total energy = -78910.67845 eV
structure (SMILES) = Fc1ccccc1.Fc1ccccc1.Fc1ccccc1.Fc1ccccc1.Fc1ccccc1.CN(C)C=O.CN(C)C=O.CN(C)C=O.CN(C)C=O.CN(C)C=O
HOMO = -8.907 eV
ΔE to the lowest compared entry with this formula, charge and spin = 115.51 kcal/mol
HOMO-LUMO gap = 9.495 eV

Structure (ORCA input):
```
! wB97M-V def2-TZVPD RIJCOSX def2/J DEFGRID3
* xyz 0 1
H -3.02898 3.20003 -3.39552
C 0.22729 -2.19150 -4.76824
N -0.28808 -0.53867 6.00670
H 0.35199 4.48169 4.32710
C 1.70336 3.95979 0.52850
O -0.83301 3.19938 -3.18745
H -6.40425 -5.68057 1.73806
C -3.59513 -3.89296 2.20674
H -1.81135 -4.04649 1.03412
C -4.66629 -5.70534 0.35232
F 3.90548 6.92451 0.41097
C 5.52011 -0.53595 3.74928
C 6.05129 -1.58071 -2.58809
C -4.89917 -4.46333 2.36881
C -0.59943 4.68775 3.78577
H 1.07535 1.07885 6.64384
C 4.29074 -0.85572 -1.13330
C 3.10236 5.81117 -0.02800
F -2.78012 1.12874 -0.36624
N -0.97197 3.45188 3.21268
N -2.01101 2.74218 -5.09359
C -1.44012 -0.56468 6.83091
C -3.30277 2.81263 -4.43661
H 0.58161 -0.60541 4.11649
C 3.03370 5.53151 -1.38709
H -5.99269 -0.66008 -2.81028
H -2.56711 3.59187 -6.91859
C -0.43679 2.27898 3.57944
H -2.98464 -0.77473 1.44060
C -1.77280 0.27657 -0.08438
C 0.24662 -1.36886 0.57411
C 3.19446 -0.04157 2.72137
H 1.04245 -0.48065 7.58932
H -2.16382 1.82332 -6.89998
C -5.43681 -5.32022 1.45617
H -0.45768 1.23057 -1.55603
H 3.37043 -3.46763 -4.64005
H 2.31043 0.05205 3.42053
H -2.86412 -2.72386 -1.45112
H -5.04032 -6.45098 -0.40034
H -0.86532 1.43301 2.93927
C 1.60859 3.63154 -0.81772
H 1.04408 -4.23194 -4.60102
C 2.56112 -2.74672 -4.70653
F -0.32486 0.03656 -5.18278
H -3.95737 3.50981 -4.90723
H 2.81629 -2.51752 -0.55103
H 3.89782 -0.11312 -0.42805
H -5.16166 -0.88869 -0.38327
H 1.97870 4.31913 -2.80606
F -5.57374 -4.06416 3.43681
H 1.73797 -0.63090 5.98480
H 1.42921 -0.17694 -0.78482
H -6.02940 -2.43164 -0.48685
C -2.81441 -4.36387 1.20412
H -6.61948 -2.22590 -2.99619
C 1.90803 -0.47110 -5.03158
C 3.73647 -2.14344 -1.09608
H 6.87226 -1.40218 -3.23185
O 5.54891 2.17023 4.08973
H -2.74591 -5.52049 -0.60471
H 5.95255 -3.66644 -3.24464
H -0.90399 2.92825 -6.67431
H -2.31949 -0.89172 6.30442
H -1.30427 -1.27107 7.66201
H 3.99059 -1.17298 -5.07913
C -5.66941 -1.67097 -3.03502
C 5.46806 -0.58956 -1.80695
H -3.67442 1.77140 -4.51573
H -1.31556 5.10975 4.42612
F 3.79571 -4.34934 -2.04143
H -2.47098 2.51754 2.24019
C -2.07304 3.50996 2.23975
C 4.37067 -3.12308 -1.83590
H -1.01954 -2.20530 2.09363
H -2.79377 4.11790 2.67237
C -3.30512 -5.21097 0.23895
H -1.76494 3.74700 1.27131
H -3.28762 -3.19667 2.90120
O -1.45832 -1.08579 4.10799
N -4.72113 -2.14588 -2.01918
H -4.37520 -2.40136 0.02681
C -3.41901 -2.41879 -2.33897
H 6.49013 -0.21257 3.70145
C -0.87930 2.96356 -4.39586
C -0.39033 -0.82692 4.69512
H 2.43632 5.30163 2.02907
C 4.64225 1.72041 3.47364
H 2.80594 0.45916 1.89417
C 2.39756 5.08553 0.94626
C 0.58907 -0.88745 -4.94730
H 5.37506 -0.64860 4.82558
C -0.57170 0.44233 -0.76975
C 5.54183 -2.88644 -2.62768
C 2.90726 -1.43136 -4.93849
C 2.22354 4.46366 -1.77825
H 2.29750 0.54759 -5.12316
C 0.97745 -0.07264 6.62525
C -0.92858 -1.56933 1.19938
H 1.08507 -1.95732 0.82426
C -5.06105 -1.95574 -0.62999
C -1.98943 -0.65983 0.94209
H -0.41590 5.42947 3.06177
H 1.36927 3.31812 1.29074
H 5.35391 -1.53867 3.33687
H 5.82852 0.39002 -1.70423
H 0.91160 2.80494 -1.10573
H -0.76327 -2.47564 -4.60822
H 3.61901 6.13240 -2.07587
H -0.01483 2.95671 -5.09993
N 4.48403 0.35778 3.21739
C -1.94847 2.78345 -6.50108
H 3.25738 -1.09358 2.39748
O -2.93592 -2.33143 -3.47225
H -1.76407 0.43824 7.15359
C 0.47414 -0.38996 -0.36261
C 1.22300 -3.15241 -4.72774
O 0.38223 2.15394 4.44770
H 3.80745 2.33358 3.19112
H -5.22496 -1.77967 -3.96615
*
```

Q: The highest DFT total energy belongs to which entry?
A: C45H60F5N5O5